No. 1
The following is a DFT calculation (ωB97M-V/def2-TZVPD) of a gas-phase ion, C3H9N4 (charge +1) at a distorted geometry.

Geometry (Å):
C -0.07 0.28 0.23
C 1.02 -0.89 0.51
C 0.62 1.54 -0.24
N 3.04 -0.43 -0.62
N 2.18 -0.81 0.12
N -0.83 -0.28 -0.76
N -1.93 -1.09 -0.35
H -0.57 0.43 1.20
H 0.63 -1.76 1.01
H 1.38 1.85 0.47
H -0.11 2.33 -0.33
H 1.07 1.38 -1.22
H 3.95 -0.21 -0.24
H -2.41 -0.76 0.52
H -1.66 -2.09 -0.21
H -2.60 -1.06 -1.13

Its net charge is +1. Its LUMO energy is -5.1 eV. Its total energy is -9205.6218 eV. The HOMO-LUMO gap comes out at 7.462 eV. The value obtained for the relative energy (zero: lowest compared OMol25 entry of this formula, charge and spin) is 138.36 kcal/mol. The value obtained for the largest force on an atom is 1.6 eV/A.



No. 2
The following is a DFT calculation (ωB97M-V/def2-TZVPD) of a molecular structure, C18H33BBrI2N2O9PS2 at a distorted geometry.

Geometry (Å):
C -2.27 1.84 2.81
C -1.03 1.11 2.82
C -0.50 -0.06 1.79
C 0.15 -0.97 2.93
C 0.33 -2.54 2.82
C 1.01 -3.03 4.24
C 0.01 -3.95 5.12
C 0.96 -5.08 5.83
C -1.82 -0.67 1.03
I -1.67 -2.67 0.01
I -3.46 -1.36 2.36
C -2.11 0.30 -0.25
Br -2.59 -1.09 -1.68
S -3.65 1.27 -0.47
C -4.09 1.77 -2.24
O -4.83 0.32 -0.20
O -3.93 2.48 0.37
C -0.59 0.92 -0.46
S -1.07 2.69 -0.99
C 0.13 0.59 -1.90
C -0.47 1.31 -3.18
O -1.48 0.98 -3.85
O 0.29 2.38 -3.85
C 0.97 1.70 -4.95
C 2.14 0.62 -4.74
O 0.63 1.92 -6.15
N 0.31 0.80 0.80
B 1.51 -0.16 0.62
C 3.04 0.04 1.12
O 1.38 -1.45 -0.05
P 1.01 2.36 1.39
N 1.98 3.02 0.27
O -0.05 3.68 1.68
O 1.91 2.31 2.82
H -3.22 1.46 3.35
H -2.39 2.88 2.32
H -0.32 1.39 3.70
H 1.10 -0.55 3.45
H -0.61 -0.92 3.82
H -0.71 -3.04 2.83
H 1.03 -2.95 2.02
H 1.92 -3.70 3.99
H 1.42 -2.15 4.85
H -0.78 -4.46 4.46
H -0.48 -3.36 5.98
H 1.50 -4.65 6.75
H 1.70 -5.55 5.08
H 0.26 -5.92 6.15
H -3.32 2.46 -2.72
H -4.39 0.87 -2.88
H -5.06 2.39 -2.11
H 0.06 3.36 -1.43
H 0.19 -0.53 -2.12
H 1.23 0.96 -1.93
H 1.76 -0.33 -4.20
H 2.62 0.28 -5.71
H 2.93 1.09 -4.04
H 3.54 1.04 0.87
H 3.01 -0.02 2.28
H 3.76 -0.78 0.79
H 2.05 -2.08 0.29
H 2.02 2.44 -0.57
H 0.42 4.32 2.27
H 1.80 1.49 3.35
C 1.00 0.64 -9.38
O 2.07 0.72 -10.15
H 0.10 1.21 -9.70
H 0.56 -0.37 -9.22
H 1.10 0.99 -8.33

Its net charge is 0. Its LUMO energy is -3.3 eV. Its total energy is -158466.2051 eV. The HOMO-LUMO gap comes out at 1.283 eV. The value obtained for the largest force on an atom is 8.5 eV/A.



No. 3
The following is a DFT calculation (ωB97M-V/def2-TZVPD) of 3 unconnected molecules or ions with the total composition C5H8O2.

Geometry (Å):
C -1.91 -0.11 -0.22
C -0.96 0.84 0.03
O -0.44 0.92 1.33
C 0.87 0.48 1.09
C 1.09 -0.84 0.35
C 1.12 0.33 -0.34
O 1.69 0.95 -1.39
H -1.01 -1.42 -0.21
H -2.42 -0.57 0.63
H -2.46 -0.09 -1.16
H -0.79 1.71 -0.60
H 1.58 0.82 1.85
H -0.18 -1.60 0.02
H 1.73 -1.68 0.56
H 2.10 0.28 -1.96

Its net charge is 0. Its LUMO energy is 0.7 eV. Its total energy is -9403.0122 eV. The HOMO-LUMO gap comes out at 8.964 eV. The value obtained for the relative energy (zero: lowest compared OMol25 entry of this formula, charge and spin) is 157.27 kcal/mol. The value obtained for the largest force on an atom is 0.4 eV/A.



No. 4
The following is a DFT calculation (ωB97M-V/def2-TZVPD) of C2H6N2S in the gas phase at a distorted geometry.

Geometry (Å):
C 0.94 -0.71 0.28
C -0.24 0.18 0.06
H 2.15 -0.32 -1.19
H 2.94 -0.89 0.00
H 0.93 -0.99 1.35
H 0.60 -1.60 -0.29
H -0.62 2.24 -0.11
H 1.05 1.55 0.43
N 2.24 -0.16 -0.18
N 0.12 1.47 0.05
S -1.73 -0.38 -0.08

Its net charge is 0. Its LUMO energy is 0.7 eV. Its total energy is -15986.3828 eV. The HOMO-LUMO gap comes out at 9.100 eV. The SMILES is NCC(N)=S. The value obtained for the relative energy (zero: lowest compared OMol25 entry of this formula, charge and spin) is 9.58 kcal/mol. The value obtained for the largest force on an atom is 2.8 eV/A.



No. 5
The following is a DFT calculation (ωB97M-V/def2-TZVPD) of a molecular structure, C7H10Cl10F18NO4P2S2V at a distorted geometry.

Geometry (Å):
V -1.77 -1.49 -0.30
P -2.57 -4.31 -0.77
F -3.46 -2.97 -0.46
F -2.05 -3.56 -2.13
F -1.30 -3.67 0.03
F -1.73 -5.55 -1.31
F -3.18 -5.17 0.53
F -3.80 -4.99 -1.58
P -3.11 -0.42 -3.56
F -2.50 -1.78 -4.22
F -2.79 -0.97 -2.05
F -1.68 0.34 -3.68
F -3.77 0.88 -2.95
F -3.60 0.07 -5.03
F -4.52 -1.18 -3.60
C 0.92 1.52 -0.79
F 2.15 1.17 -0.26
F 0.88 2.85 -1.03
F 0.69 0.95 -1.96
S -0.54 1.10 0.47
O -0.66 2.11 1.54
O -1.73 0.87 -0.32
N -0.27 -0.59 0.89
S 0.59 -0.60 2.23
O 1.55 0.50 2.33
O -0.24 -0.85 3.37
C 1.76 -2.14 1.90
F 2.68 -1.89 0.95
F 2.30 -2.45 3.04
F 1.04 -3.20 1.52
C -1.22 5.60 2.01
Cl -2.15 6.11 3.46
Cl -1.10 6.98 0.95
H -0.22 5.30 2.33
H -1.71 4.79 1.47
C 1.30 -6.35 3.07
Cl 0.62 -7.98 3.16
Cl 2.17 -5.85 4.55
H 2.02 -6.32 2.26
H 0.47 -5.66 2.92
C 1.22 -1.92 -3.65
Cl 0.19 -2.97 -4.70
Cl 0.67 -2.12 -1.94
H 2.28 -2.13 -3.79
H 1.05 -0.87 -3.90
C 3.00 3.58 3.12
Cl 2.37 4.18 1.54
Cl 2.05 4.16 4.48
H 2.95 2.49 3.02
H 4.01 3.98 3.22
C 2.20 6.01 -1.18
Cl 2.12 5.65 -2.92
Cl 1.90 7.73 -0.84
H 1.44 5.37 -0.73
H 3.12 5.70 -0.70

Its net charge is -1. Its LUMO energy (spin up / spin down) is 1.1 / 1.3 eV. Its total energy is -257189.1669 eV. As for the expectation value of S²: 3.753. The HOMO-LUMO gap (spin up / spin down) comes out at 9.545 / 10.282 eV. As for the multiplicity: 4. The value obtained for the relative energy (zero: lowest compared OMol25 entry of this formula, charge and spin) is 60.94 kcal/mol. The value obtained for the largest force on an atom is 6.3 eV/A.



No. 6
The following is a DFT calculation (ωB97M-V/def2-TZVPD) of 2 unconnected molecules or ions with the total composition C2H5N4O2 at a distorted geometry.

Geometry (Å):
C -1.04 0.53 0.48
C -0.27 -0.66 0.47
N 1.90 0.88 -0.51
N 0.00 -3.07 0.57
N -0.13 -1.82 0.58
N 1.68 2.05 -1.01
O 2.65 2.81 -1.22
O 0.54 2.40 -1.36
H -0.89 1.23 1.30
H -2.10 0.29 0.35
H -0.82 1.34 -0.38
H 2.84 0.71 -0.48
H 0.93 -3.32 0.44

Its net charge is -1. Its LUMO energy is 4.0 eV. Its total energy is -12205.3404 eV. The HOMO-LUMO gap comes out at 8.276 eV. The value obtained for the relative energy (zero: lowest compared OMol25 entry of this formula, charge and spin) is 48.04 kcal/mol. The value obtained for the largest force on an atom is 4.9 eV/A.



Question: What is the formula in the second record?
Answer: C18H33BBrI2N2O9PS2